No. 1
The following is a DFT calculation (ωB97M-V/def2-TZVPD) of a single C3H14Si4 molecule.

Element x y z (Å)
C1 -0.002 0.291 1.338
C2 -0.759 0.083 0.045
C3 0.803 -0.018 0.191
Si1 -1.652 -1.608 -0.273
Si2 -1.866 1.584 -0.053
Si3 1.703 1.453 -0.512
Si4 1.779 -1.595 -0.045
H1 0.079 1.267 1.720
H2 -0.096 -0.453 2.052
H3 -3.081 -1.309 0.228
H4 -1.349 -2.739 0.608
H5 -2.072 -1.992 -1.622
H6 -2.306 1.878 1.284
H7 -2.768 1.422 -1.151
H8 -0.902 2.652 -0.295
H9 3.105 1.127 -0.089
H10 1.364 2.651 0.280
H11 1.484 1.757 -1.852
H12 2.964 -1.074 0.740
H13 1.817 -1.796 -1.434
H14 1.761 -2.940 0.740

HOMO in hartree: -0.346
Energy above the lowest of the compared OMol25 structures with the same formula, charge and spin in eV: 0.521
E in eV: -34844.0897
Max |F| in eV/Å: 3.31
HOMO-LUMO gap in eV: 9.878
Total charge: 0

***

No. 2
The following is a DFT calculation (ωB97M-V/def2-TZVPD) of a 2-piece molecular cluster, C4H12N2 overall.

Element x y z (Å)
C1 2.361 1.191 -0.522
C2 1.734 1.122 0.824
C3 0.445 1.062 1.267
H1 2.027 0.357 -1.119
H2 2.246 2.139 -1.055
H3 3.454 1.097 -0.410
H4 2.484 1.067 1.644
H5 0.097 0.331 2.001
H6 -0.106 2.001 1.225
N1 -1.359 -2.020 0.399
C4 -2.021 -0.957 -0.411
N2 -1.042 -0.280 -1.249
H7 -2.071 -2.751 0.478
H8 -1.259 -1.795 1.384
H9 -2.857 -1.300 -1.062
H10 -2.573 -0.357 0.318
H11 -0.148 -0.676 -1.512
H12 -1.413 -0.230 -2.201

HOMO in hartree: -0.279
Energy above the lowest of the compared OMol25 structures with the same formula, charge and spin in eV: 4.097
E in eV: -7318.9320
Max |F| in eV/Å: 2.34
HOMO-LUMO gap in eV: 8.439
Total charge: 0

***

No. 3
The following is a DFT calculation (ωB97M-V/def2-TZVPD) of a 2-piece molecular cluster, C31H37N3O overall.

Element x y z (Å)
C1 5.346 -2.306 4.393
C2 4.377 -2.881 3.565
C3 3.561 -2.073 2.766
C4 3.773 -0.693 2.789
O1 2.992 0.152 1.994
C5 1.640 0.304 2.296
C6 1.260 1.369 3.127
C7 -0.079 1.558 3.411
C8 -1.086 0.683 2.906
C9 -2.437 0.831 3.337
C10 -3.443 -0.178 3.322
C11 -4.807 0.182 3.554
C12 -5.817 -0.771 3.595
C13 -5.513 -2.127 3.389
C14 -4.186 -2.509 3.160
C15 -3.166 -1.566 3.153
C16 -0.659 -0.310 1.969
C17 0.684 -0.547 1.730
C18 4.764 -0.102 3.580
C19 5.530 -0.920 4.410
H1 5.978 -2.944 5.011
H2 4.251 -3.964 3.514
H3 2.785 -2.487 2.120
H4 2.034 2.023 3.534
H5 -0.359 2.386 4.065
H6 -2.671 1.721 3.922
H7 -5.046 1.242 3.688
H8 -6.846 -0.460 3.789
H9 -6.299 -2.881 3.424
H10 -3.938 -3.560 2.992
H11 -2.136 -1.891 3.034
H12 -1.407 -0.911 1.448
H13 1.011 -1.377 1.098
H14 4.900 0.980 3.538
H15 6.291 -0.463 5.046
C20 -12.628 5.728 -1.161
C21 -11.814 5.932 0.115
C22 -10.335 6.142 -0.155
C23 -9.494 6.404 1.114
N1 -8.707 5.246 1.552
C24 -9.175 4.128 2.244
C25 -8.140 3.264 2.350
N2 -7.052 3.848 1.700
C26 -5.699 3.292 1.523
C27 -4.715 3.810 2.568
C28 -4.490 5.319 2.689
C29 -3.040 5.429 3.179
C30 -2.349 4.120 2.779
N3 -3.422 3.194 2.455
C31 -7.426 5.042 1.236
H16 -13.688 5.654 -0.912
H17 -12.501 6.563 -1.858
H18 -12.335 4.804 -1.671
H19 -12.194 6.806 0.661
H20 -11.947 5.066 0.776
H21 -9.918 5.288 -0.709
H22 -10.211 7.029 -0.793
H23 -8.773 7.200 0.887
H24 -10.137 6.715 1.947
H25 -10.191 4.054 2.589
H26 -8.083 2.290 2.806
H27 -5.772 2.200 1.620
H28 -5.351 3.571 0.510
H29 -5.093 3.474 3.550
H30 -4.620 5.816 1.721
H31 -5.194 5.749 3.409
H32 -2.508 6.295 2.779
H33 -3.043 5.497 4.271
H34 -1.632 4.253 1.950
H35 -1.786 3.710 3.626
H36 -3.261 2.553 1.684
H37 -6.809 5.713 0.653

HOMO in hartree: -0.472
E in eV: -39249.7738
Max |F| in eV/Å: 1.93
HOMO-LUMO gap in eV: 5.438
Total charge: +2

***

No. 4
The following is a DFT calculation (ωB97M-V/def2-TZVPD) of C29H33N8OTa as an isolated structure.

Element x y z (Å)
Ta1 0.716 0.264 -0.044
C1 -3.803 3.914 4.386
C2 -3.073 2.962 3.507
C3 -3.759 1.928 2.839
C4 -3.098 1.070 2.007
C5 -1.701 1.187 1.806
N1 -1.021 0.430 0.905
C6 -1.599 -0.724 0.261
C7 -2.616 -0.591 -0.698
C8 -3.252 -1.706 -1.193
C9 -2.894 -2.998 -0.768
C10 -3.605 -4.201 -1.296
C11 -1.830 -3.132 0.130
C12 -1.200 -2.016 0.647
N2 -0.076 -2.172 1.506
C13 0.170 -3.066 2.475
C14 1.483 -2.902 2.883
C15 1.989 -1.888 2.089
N3 1.046 -1.434 1.240
C16 -0.994 2.162 2.555
C17 -1.680 3.049 3.354
N4 0.432 2.172 2.571
C18 1.188 2.693 3.557
C19 2.518 2.488 3.260
C20 2.504 1.829 2.049
N5 1.241 1.595 1.625
H1 -4.769 4.181 3.957
H2 -3.231 4.817 4.584
H3 -4.010 3.429 5.346
H4 -4.829 1.831 2.975
H5 -3.645 0.299 1.482
H6 -2.933 0.402 -0.998
H7 -4.062 -1.590 -1.902
H8 -4.666 -3.996 -1.434
H9 -3.493 -5.059 -0.638
H10 -3.203 -4.474 -2.275
H11 -1.495 -4.121 0.420
H12 -0.594 -3.748 2.817
H13 1.994 -3.452 3.655
H14 2.977 -1.455 2.095
H15 -1.161 3.835 3.884
H16 0.744 3.161 4.419
H17 3.370 2.787 3.846
H18 3.347 1.494 1.471
C21 1.029 -2.550 -4.881
N6 0.609 -1.613 -3.813
C22 -0.330 -0.572 -4.254
C23 1.084 -1.677 -2.611
C24 2.038 -2.739 -2.171
O1 0.719 -0.781 -1.719
H19 0.150 -2.807 -5.466
H20 1.457 -3.453 -4.464
H21 1.755 -2.052 -5.523
H22 -1.136 -1.054 -4.803
H23 0.187 0.114 -4.925
H24 -0.741 -0.046 -3.399
H25 1.591 -3.728 -2.286
H26 2.298 -2.591 -1.127
H27 2.946 -2.719 -2.776
N7 0.648 2.245 -1.269
C25 2.091 2.239 -1.473
C26 2.840 3.158 -2.167
C27 4.211 2.921 -2.244
C28 4.755 1.790 -1.640
C29 3.925 0.925 -0.955
N8 2.602 1.158 -0.867
H28 0.341 3.093 -0.792
H29 0.152 2.226 -2.160
H30 2.385 4.022 -2.633
H31 4.849 3.615 -2.776
H32 5.815 1.584 -1.696
H33 4.308 0.039 -0.464

HOMO (spin up / spin down) in hartree: -0.703 / -0.705
Energy above the lowest of the compared OMol25 structures with the same formula, charge and spin in eV: 0.351
E in eV: -46093.1330
Max |F| in eV/Å: 0.62
HOMO-LUMO gap (spin up / spin down) in eV: 5.800 / 6.906
Total charge: +4

***

No. 5
The following is a DFT calculation (ωB97M-V/def2-TZVPD) of C46H32CrIN5O as an isolated structure.

Element x y z (Å)
Cr1 0.387 -0.620 -0.666
C1 -6.447 2.461 -2.222
C2 -6.075 1.907 -1.007
C3 -4.799 1.403 -0.842
C4 -3.884 1.458 -1.891
C5 -4.262 2.007 -3.107
C6 -5.545 2.504 -3.272
C7 -2.540 0.882 -1.643
C8 -2.427 -0.502 -1.718
C9 -3.504 -1.378 -2.085
C10 -3.249 -2.573 -1.494
C11 -2.006 -2.427 -0.800
N1 -1.447 -1.210 -1.066
C12 -1.595 -3.216 0.275
C13 -0.356 -3.079 0.890
C14 0.104 -3.914 1.951
C15 1.385 -3.546 2.218
C16 1.703 -2.467 1.342
C17 2.933 -1.816 1.313
C18 3.900 -2.074 2.412
C19 3.738 -1.251 3.527
C20 4.564 -1.386 4.624
C21 5.569 -2.339 4.614
C22 5.736 -3.157 3.511
C23 4.904 -3.031 2.409
C24 3.156 -0.696 0.514
N2 2.135 0.008 -0.055
C25 2.635 1.257 -0.291
C26 1.839 2.394 -0.400
C27 2.517 3.689 -0.164
C28 2.990 4.484 -1.196
C29 3.631 5.677 -0.910
C30 3.803 6.068 0.407
C31 3.349 5.266 1.442
C32 2.706 4.077 1.158
C33 0.453 2.383 -0.538
C34 -0.390 3.542 -0.569
C35 -1.629 3.116 -0.931
C36 -1.540 1.699 -1.119
N3 -0.284 1.266 -0.805
C37 4.052 1.271 -0.064
C38 4.375 0.054 0.447
N4 0.623 -2.179 0.531
C39 -2.671 -3.886 1.048
C40 -3.318 -3.011 1.922
C41 -4.338 -3.461 2.734
C42 -4.722 -4.790 2.674
C43 -4.086 -5.660 1.808
C44 -3.057 -5.214 0.991
H1 -7.444 2.854 -2.348
H2 -6.780 1.863 -0.189
H3 -4.504 0.962 0.100
H4 -3.554 2.042 -3.922
H5 -5.842 2.925 -4.222
H6 -4.355 -1.087 -2.670
H7 -3.846 -3.464 -1.509
H8 -0.473 -4.684 2.423
H9 2.048 -3.964 2.949
H10 2.948 -0.513 3.523
H11 4.421 -0.745 5.480
H12 6.216 -2.443 5.470
H13 6.521 -3.898 3.509
H14 5.040 -3.677 1.555
H15 2.865 4.171 -2.222
H16 3.997 6.297 -1.716
H17 4.295 7.001 0.632
H18 3.498 5.562 2.470
H19 2.347 3.439 1.954
H20 -0.062 4.539 -0.344
H21 -2.525 3.692 -1.061
H22 4.693 2.111 -0.249
H23 5.336 -0.300 0.765
H24 -3.002 -1.976 1.959
H25 -4.825 -2.772 3.406
H26 -5.516 -5.145 3.310
H27 -4.391 -6.694 1.766
H28 -2.563 -5.901 0.320
N5 -0.256 0.280 -4.564
C45 0.717 0.554 -3.691
O1 0.896 -0.122 -2.677
C46 1.598 1.731 -4.019
I1 0.388 3.516 -4.112
H29 -0.899 -0.471 -4.361
H30 -0.419 0.837 -5.388
H31 2.072 1.629 -4.994
H32 2.344 1.862 -3.239

HOMO (spin up / spin down) in hartree: -0.360 / -0.354
<S²>: 3.83
E in eV: -94238.6703
2S+1: 4
Max |F| in eV/Å: 1.38
HOMO-LUMO gap (spin up / spin down) in eV: 5.763 / 5.650
Total charge: +1

***

No. 6
The following is a DFT calculation (ωB97M-V/def2-TZVPD) of an isolated ion of composition C9H15N2 and charge +1.

Element x y z (Å)
C1 -1.125 1.338 -1.238
C2 -2.392 1.551 -0.735
C3 -0.607 0.104 -0.702
C4 -1.567 -0.316 0.173
C5 1.250 -0.878 -2.056
C6 0.691 -0.358 -1.005
C7 -1.634 -1.548 0.984
C8 1.677 1.485 0.327
C9 1.574 -0.685 1.411
N1 -2.653 0.466 0.122
N2 1.664 -0.057 0.096
H1 -0.601 2.090 -1.838
H2 -3.254 2.160 -0.859
H3 2.350 -1.199 -2.214
H4 0.750 -1.349 -2.909
H5 -2.481 -2.272 0.692
H6 -0.686 -2.046 0.836
H7 -1.738 -1.411 2.062
H8 0.642 1.688 0.692
H9 2.287 1.791 1.176
H10 1.833 2.035 -0.580
H11 0.669 -0.486 1.922
H12 1.789 -1.817 1.332
H13 2.427 -0.501 1.872
H14 -3.528 0.265 0.608
H15 2.663 -0.049 -0.170

HOMO in hartree: -0.437
Energy above the lowest of the compared OMol25 structures with the same formula, charge and spin in eV: 1.996
E in eV: -12547.8902
Max |F| in eV/Å: 5.27
HOMO-LUMO gap in eV: 9.148
Total charge: +1

***

No. 7
The following is a DFT calculation (ωB97M-V/def2-TZVPD) of a 6-piece molecular cluster, C44H62BrClO22P overall.

Element x y z (Å)
C1 4.707 -2.441 -2.376
C2 6.072 -1.741 -2.551
O1 5.893 -0.434 -3.090
C3 6.159 0.610 -2.169
C4 4.852 1.089 -1.513
C5 4.091 1.929 -2.292
C6 2.883 2.443 -1.854
C7 2.107 3.322 -2.800
C8 2.371 4.847 -2.584
C9 2.200 5.647 -3.861
Cl1 3.578 5.397 -5.028
C10 2.483 2.106 -0.575
C11 3.247 1.260 0.213
C12 4.445 0.712 -0.233
C13 5.236 -0.243 0.641
C14 6.648 0.254 1.091
C15 6.759 1.779 1.334
C16 7.364 2.534 0.150
O2 6.808 3.483 -0.347
O3 8.597 2.082 -0.261
C17 2.689 0.958 1.594
O4 3.413 0.868 2.572
C18 1.199 0.822 1.672
C19 0.576 -0.075 2.483
C20 -0.807 -0.172 2.508
C21 -1.433 -1.228 3.421
O5 -1.639 -0.833 4.599
O6 -1.679 -2.380 3.011
C22 -1.610 0.655 1.727
P1 -3.442 0.587 1.651
C23 -4.212 0.235 3.298
C24 -5.698 -0.164 3.017
C25 -4.031 -0.566 0.330
C26 -3.461 -2.017 0.360
C27 -0.944 1.594 0.917
Br1 -1.980 2.755 -0.216
C28 0.428 1.689 0.880
C29 1.193 2.653 0.005
O7 0.843 3.794 -0.218
H1 4.899 -3.373 -1.825
H2 4.300 -2.702 -3.359
H3 3.989 -1.815 -1.838
H4 6.598 -1.744 -1.587
H5 6.639 -2.313 -3.299
H6 6.533 1.483 -2.727
H7 6.929 0.360 -1.433
H8 4.429 2.187 -3.295
H9 2.368 3.121 -3.850
H10 1.021 3.165 -2.744
H11 1.623 5.193 -1.861
H12 3.360 4.971 -2.128
H13 1.284 5.429 -4.414
H14 2.216 6.718 -3.636
H15 4.697 -0.571 1.528
H16 5.392 -1.152 0.039
H17 6.843 -0.228 2.059
H18 7.407 -0.145 0.412
H19 5.833 2.252 1.664
H20 7.494 1.908 2.147
H21 8.575 1.896 -1.209
H22 1.148 -0.752 3.114
H23 -4.253 1.156 3.886
H24 -3.779 -0.603 3.849
H25 -6.165 -0.459 3.967
H26 -6.257 0.620 2.499
H27 -5.639 -1.099 2.440
H28 -3.725 -0.109 -0.621
H29 -5.127 -0.555 0.328
H30 -2.585 -2.048 -0.296
H31 -3.249 -2.401 1.360
H32 -4.208 -2.670 -0.126
C30 10.507 -2.554 6.000
O8 9.196 -2.336 6.518
C31 8.253 -2.208 5.580
O9 8.431 -2.263 4.392
O10 7.087 -2.010 6.190
C32 5.979 -1.855 5.299
H33 11.177 -2.641 6.851
H34 10.545 -3.479 5.426
H35 10.824 -1.712 5.386
H36 5.839 -2.753 4.700
H37 6.119 -0.986 4.658
H38 5.091 -1.701 5.906
C33 -7.742 -4.125 2.071
O11 -7.755 -3.105 1.070
C34 -8.914 -2.975 0.435
O12 -9.909 -3.627 0.635
O13 -8.787 -1.998 -0.462
C35 -9.965 -1.744 -1.226
H39 -6.751 -4.132 2.518
H40 -8.471 -3.908 2.850
H41 -7.933 -5.102 1.629
H42 -10.784 -1.433 -0.578
H43 -10.249 -2.625 -1.801
H44 -9.733 -0.935 -1.913
C36 -7.210 5.450 4.609
O14 -7.226 4.067 4.263
C37 -8.156 3.352 4.896
O15 -8.946 3.774 5.701
O16 -8.057 2.091 4.482
C38 -8.995 1.199 5.079
H45 -6.416 5.914 4.031
H46 -8.157 5.922 4.352
H47 -6.995 5.579 5.669
H48 -10.016 1.496 4.839
H49 -8.853 1.155 6.158
H50 -8.809 0.213 4.660
C39 5.968 5.462 -11.936
O17 6.684 5.319 -10.710
C40 5.968 5.617 -9.622
O18 4.822 5.979 -9.612
O19 6.746 5.444 -8.556
C41 6.107 5.727 -7.307
H51 6.651 5.194 -12.738
H52 5.112 4.790 -11.962
H53 5.647 6.494 -12.076
H54 5.258 5.066 -7.150
H55 5.792 6.769 -7.264
H56 6.837 5.550 -6.522
C42 -8.740 -6.458 -0.904
O20 -8.995 -7.716 -0.274
C43 -8.361 -8.746 -0.829
O21 -7.625 -8.697 -1.779
O22 -8.684 -9.849 -0.148
C44 -8.069 -11.039 -0.638
H57 -9.308 -5.700 -0.369
H58 -7.681 -6.207 -0.845
H59 -9.073 -6.473 -1.941
H60 -6.984 -10.967 -0.571
H61 -8.375 -11.235 -1.665
H62 -8.407 -11.857 -0.007

HOMO in hartree: -0.166
Energy above the lowest of the compared OMol25 structures with the same formula, charge and spin in eV: 0.000
E in eV: -183534.2795
Max |F| in eV/Å: 2.38
HOMO-LUMO gap in eV: 6.152
Total charge: -1

***

No. 8
The following is a DFT calculation (ωB97M-V/def2-TZVPD) of C8H24CeClI2OP2 as an isolated structure.

Element x y z (Å)
I1 0.000 2.735 0.065
I2 0.000 -2.723 0.247
Ce1 0.000 0.000 0.000
P1 -2.372 -0.006 -0.226
C1 -3.274 0.060 1.361
C2 -3.039 1.382 -1.202
H1 -4.091 1.188 -1.438
H2 -4.101 -1.282 -1.334
H3 -2.456 1.462 -2.123
H4 -2.471 -1.614 -2.006
H5 -2.990 0.972 1.894
H6 -2.942 2.314 -0.644
C3 -3.049 -1.462 -1.090
H7 -4.356 0.057 1.195
H8 -2.951 -2.349 -0.463
H9 -2.996 -0.806 1.967
P2 2.372 0.008 -0.226
C4 3.273 0.084 1.360
C5 3.059 -1.445 -1.089
H10 2.441 1.480 -2.121
H11 4.081 1.206 -1.447
H12 2.936 2.328 -0.642
C6 3.031 1.398 -1.205
H13 2.488 -1.596 -2.009
H14 4.112 -1.263 -1.325
H15 4.355 0.087 1.195
H16 3.001 -0.783 1.969
H17 2.958 -2.334 -0.465
H18 2.983 0.995 1.890
Cl1 -0.002 -0.093 -2.408
C7 -0.305 0.919 4.462
C8 -0.073 1.085 2.965
O1 -0.046 -0.171 2.343
H19 -1.264 0.387 4.640
H20 -0.351 1.917 4.948
H21 0.524 0.336 4.917
H22 -0.921 1.673 2.569
H23 0.877 1.635 2.789
H24 0.807 -0.603 2.604

HOMO (spin up / spin down) in hartree: -0.584 / -0.583
<S²>: 0.76
Energy above the lowest of the compared OMol25 structures with the same formula, charge and spin in eV: 3.273
E in eV: -70946.2830
2S+1: 2
Max |F| in eV/Å: 7.78
HOMO-LUMO gap (spin up / spin down) in eV: 7.744 / 5.075
Total charge: +2

***

No. 9
The following is a DFT calculation (ωB97M-V/def2-TZVPD) of a single C5H4O2 molecule.

Element x y z (Å)
O1 1.991 -1.539 0.842
C1 1.240 -0.749 0.416
O2 -0.471 -0.995 0.784
C2 -1.539 -1.006 -0.403
C3 -1.125 0.223 0.367
C4 -0.069 1.049 -0.192
C5 1.159 0.489 -0.293
H1 -0.896 -1.119 -1.294
H2 -1.868 0.680 1.031
H3 -0.273 2.056 -0.525
H4 1.987 0.873 -0.878

HOMO (spin up / spin down) in hartree: -0.290 / -0.290
Energy above the lowest of the compared OMol25 structures with the same formula, charge and spin in eV: 4.788
E in eV: -9339.3940
Max |F| in eV/Å: 1.38
HOMO-LUMO gap (spin up / spin down) in eV: 7.260 / 7.262
Total charge: 0

***

No. 10
The following is a DFT calculation (ωB97M-V/def2-TZVPD) of an isolated ion of composition C4H9N2 and charge +1.

Element x y z (Å)
C1 -0.165 1.371 -0.115
C2 0.240 0.461 -1.196
C3 1.810 -0.361 0.565
C4 -1.801 -0.824 0.125
N1 0.684 -0.563 -0.293
N2 -0.601 -0.039 -0.138
H1 0.389 1.429 0.803
H2 -0.946 2.158 -0.253
H3 0.021 0.746 -2.281
H4 2.130 0.645 0.905
H5 1.710 -1.024 1.523
H6 2.802 -0.692 0.057
H7 -2.521 -0.612 -0.725
H8 -1.498 -1.904 -0.086
H9 -2.253 -0.792 1.109

HOMO in hartree: -0.554
Energy above the lowest of the compared OMol25 structures with the same formula, charge and spin in eV: 5.912
E in eV: -7262.2293
Max |F| in eV/Å: 4.06
HOMO-LUMO gap in eV: 12.267
Total charge: +1

***

Question: Look up the total charge of the second one.
Answer: 0